No. 1
A 3-piece molecular cluster, C4H11NO2 overall at a distorted geometry, computed with ωB97M-V/def2-TZVPD.

The geometry in XYZ format:
```
18
Properties=species:S:1:pos:R:3:mulliken_charge:R:1
H 0.693 -2.333 0.854 0.36
H -0.230 -1.174 -1.770 0.40
O -2.359 0.324 6.144 -0.62
C 1.060 -1.836 -0.010 -0.95
H 2.591 1.142 -2.427 0.30
C 0.054 -0.890 -0.744 -0.30
O 2.278 1.012 -3.266 -0.64
H 2.659 0.162 -3.621 0.32
H -1.954 0.653 6.958 0.32
C -0.670 0.176 -0.177 -0.07
H -2.722 1.068 5.764 0.30
H 1.196 -2.886 -0.695 0.22
H -1.570 1.940 -2.662 0.28
N -1.108 1.345 -0.818 -0.51
C -0.869 1.403 -2.112 -0.30
H -1.059 0.294 0.861 0.40
H 2.037 -1.386 0.237 0.22
H -0.027 0.987 -2.514 0.28
```

## Properties
Net charge ... 0
Relative energy (zero: lowest compared OMol25 entry of this formula, charge and spin) ... 104.98 kcal/mol
E_LUMO ... 0.10 eV
Electronic energy ... -364.10087 a.u.
Molecular weight ... 105.14 g mol⁻¹
F_max ... 4.597 eV/Å
Structure (SMILES) ... C=N/C=C/C.O.O

---

No. 2
C11H15AuClCoNO2S2 as an isolated structure at a distorted geometry, computed with ωB97M-V/def2-TZVPD.

The geometry in XYZ format:
```
34
Properties=species:S:1:pos:R:3:mulliken_charge:R:1
H 0.039 4.834 -2.627 0.32
C -1.311 4.490 -0.013 -1.11
C -0.319 -3.290 1.594 0.31
H -0.288 3.144 -3.102 0.30
H -1.320 -5.135 2.149 0.33
S 1.309 0.081 0.143 -0.35
O -2.586 -2.023 2.266 -0.63
H 1.382 3.681 -2.771 0.25
C -0.365 -4.615 1.991 -0.55
H -2.299 4.013 -0.135 0.29
C 0.522 -1.252 0.807 0.31
C 1.133 4.846 -0.330 -0.79
C 0.343 3.785 -2.453 -1.23
N -0.800 -1.115 0.667 -0.41
H 1.067 5.466 0.591 0.25
C 0.844 -2.574 1.339 0.30
H 0.876 -6.265 2.653 0.33
H 2.094 4.996 -0.850 0.29
H -1.212 4.778 1.048 0.26
H 2.979 -2.738 1.242 0.39
Co 0.207 3.250 -0.523 -0.03
C 0.874 -5.246 2.268 -0.53
O -2.404 -2.999 -0.024 -0.59
S -1.799 -2.419 1.134 0.99
C -0.056 -0.058 -2.369 -1.16
H 0.211 -1.132 -2.316 0.31
H 3.009 -5.089 2.151 0.34
C 2.063 -3.247 1.522 -0.62
H -1.337 5.421 -0.596 0.22
Au -1.323 0.412 -0.744 0.62
H -0.809 0.076 -3.137 0.27
Cl -3.619 -0.082 -1.045 -0.64
C 2.073 -4.558 1.998 -0.43
H 0.821 0.565 -2.529 0.42
```

## Properties
Net charge ... -2
Relative energy (zero: lowest compared OMol25 entry of this formula, charge and spin) ... 56.91 kcal/mol
E_LUMO (alpha / beta) ... 4.66 / 3.25 eV
Electronic energy ... -3408.05294 a.u.
Molecular weight ... 548.73 g mol⁻¹
2S+1 ... 6
F_max ... 3.483 eV/Å

---

No. 3
C2H6SSi as an isolated structure at a distorted geometry, computed with ωB97M-V/def2-TZVPD.

The geometry in XYZ format:
```
10
Properties=species:S:1:pos:R:3:mulliken_charge:R:1
H 0.317 -0.573 2.533 -0.07
H 0.300 -1.469 -1.314 0.32
H 0.633 -0.096 -2.478 0.31
H -1.792 -0.728 1.603 -0.09
C 0.200 -0.378 -1.487 -1.06
H -0.817 -0.410 -1.355 0.35
Si -0.597 0.159 1.538 0.40
S 1.844 1.449 -0.489 -0.32
H -0.799 1.605 1.846 -0.08
C 0.711 0.442 -0.397 0.23
```

## Properties
Net charge ... 0
Relative energy (zero: lowest compared OMol25 entry of this formula, charge and spin) ... 77.52 kcal/mol
E_LUMO ... 0.24 eV
Electronic energy ... -767.37301 a.u.
Molecular weight ... 90.22 g mol⁻¹
F_max ... 5.557 eV/Å

---

No. 4
C11H15CuIN2O2 as an isolated structure at a distorted geometry, computed with ωB97M-V/def2-TZVPD.

The geometry in XYZ format:
```
32
Properties=species:S:1:pos:R:3:mulliken_charge:R:1
H -2.018 -0.369 -1.441 0.32
C 5.310 -2.677 1.510 0.16
C 3.321 -2.191 2.738 -0.52
H 2.910 -1.644 -0.571 0.33
N -1.478 1.538 -0.779 -0.13
C -1.948 0.642 -1.842 -0.52
H -2.146 2.757 0.881 0.42
C -3.692 2.656 -0.685 -0.67
C 2.789 -1.717 1.566 0.36
H -1.097 2.375 -1.232 0.36
C -3.240 1.116 -2.474 -0.73
Cu -0.141 0.546 0.115 0.26
I 7.276 -3.295 1.585 0.09
C 4.778 -2.219 0.330 -0.52
H 5.064 -3.037 3.645 0.32
H -4.641 0.789 -0.932 0.40
O 1.416 -0.418 0.376 -1.02
H -3.624 0.257 -3.040 0.37
H -5.097 1.861 -2.140 0.36
H -4.445 3.005 0.028 0.39
H -3.086 1.929 -3.197 0.39
C 1.452 -0.931 1.591 0.80
C 3.453 -1.762 0.366 -0.35
H 2.753 -2.211 3.673 0.40
O 0.570 -0.852 2.432 -0.65
H -3.445 3.489 -1.286 0.38
C -2.553 1.981 0.161 -0.58
H -1.201 0.660 -2.640 0.44
C 4.638 -2.645 2.708 -0.41
H 5.299 -2.315 -0.616 0.37
H -2.861 1.116 0.713 0.32
N -4.315 1.566 -1.541 -0.11
```

## Properties
Net charge ... +1
E_LUMO ... -4.07 eV
Electronic energy ... -2626.04982 a.u.
Molecular weight ... 397.70 g mol⁻¹
F_max ... 3.325 eV/Å

---

No. 5
A 2-piece molecular cluster, HN2O4S overall at a distorted geometry, computed with ωB97M-V/def2-TZVPD.

The geometry in XYZ format:
```
8
Properties=species:S:1:pos:R:3:mulliken_charge:R:1
N -1.099 -1.099 0.049 1.15
N -1.851 -1.724 0.879 -0.93
O -1.190 -1.326 -1.167 -0.70
H -1.736 -1.606 1.837 0.21
O 3.034 1.488 -1.014 -0.42
S 1.898 1.842 -0.230 0.76
O -0.090 -0.377 0.461 -0.69
O 1.034 2.802 -0.816 -0.38
```

## Properties
Net charge ... -1
Relative energy (zero: lowest compared OMol25 entry of this formula, charge and spin) ... 47.82 kcal/mol
E_LUMO ... 2.64 eV
Electronic energy ... -809.19257 a.u.
Molecular weight ... 125.09 g mol⁻¹
F_max ... 3.632 eV/Å

---

No. 6
An isolated ion of composition C3H7NO3P and charge -1 at a distorted geometry, computed with ωB97M-V/def2-TZVPD.

The geometry in XYZ format:
```
15
Properties=species:S:1:pos:R:3:mulliken_charge:R:1
H 0.332 -1.035 -1.214 0.27
O -2.559 -0.076 -1.430 -0.61
O -1.964 1.214 0.603 -0.33
H -0.225 2.269 0.367 0.27
C 0.375 0.437 0.507 -0.70
H 0.419 0.299 1.553 0.31
C -0.720 1.382 0.006 -0.31
P -2.747 -0.098 0.042 0.79
H -0.909 1.290 -1.062 0.41
O -4.038 -0.468 0.663 -0.67
H -1.239 -2.111 -0.335 0.26
H 1.449 0.803 0.293 0.33
N -0.761 -1.789 0.505 -0.85
C 0.331 -0.996 -0.077 -0.48
H 1.363 -1.438 0.134 0.30
```

## Properties
Net charge ... -1
Relative energy (zero: lowest compared OMol25 entry of this formula, charge and spin) ... 50.70 kcal/mol
E_LUMO (alpha / beta) ... 4.02 / 4.02 eV
Electronic energy ... -740.39760 a.u.
Molecular weight ... 136.07 g mol⁻¹
F_max ... 3.393 eV/Å

---

No. 7
A 2-piece molecular cluster, C4H14N2O overall at a distorted geometry, computed with ωB97M-V/def2-TZVPD.

The geometry in XYZ format:
```
21
Properties=species:S:1:pos:R:3:mulliken_charge:R:1
H 2.087 3.574 -5.446 0.32
O 2.917 3.244 -5.100 -0.64
C 0.277 -0.348 3.311 -0.86
H -0.977 -2.037 0.160 0.22
H 0.454 -1.671 -1.773 0.32
H 0.734 0.601 3.602 0.26
H 0.920 -0.837 2.595 0.28
H 0.693 -0.514 0.675 0.25
H 3.145 2.409 -5.527 0.32
H -0.752 -0.512 -2.311 0.30
H -1.092 -2.307 -2.039 0.33
H -0.136 0.695 -0.411 0.44
H 0.359 -0.979 4.201 0.36
C -0.253 -0.102 0.323 -0.34
H -2.089 0.444 1.060 0.48
C -0.616 -1.399 -1.713 -0.93
N -1.057 -0.122 2.789 -0.32
C -1.082 0.464 1.464 -1.01
H -0.909 1.529 1.602 0.33
H -1.590 -0.972 2.867 0.29
N -1.035 -1.161 -0.329 -0.39
```

## Properties
Net charge ... 0
Relative energy (zero: lowest compared OMol25 entry of this formula, charge and spin) ... 45.65 kcal/mol
E_LUMO ... 0.86 eV
Electronic energy ... -345.50344 a.u.
Molecular weight ... 106.17 g mol⁻¹
F_max ... 1.845 eV/Å
Structure (SMILES) ... CNCCNC.O

---

No. 8
A 3-piece molecular cluster, C3H14NO3 overall at a distorted geometry, computed with ωB97M-V/def2-TZVPD.

The geometry in XYZ format:
```
21
Properties=species:S:1:pos:R:3:mulliken_charge:R:1
H 3.733 -0.458 -0.089 0.31
O -0.597 -1.670 1.765 -0.55
N 0.247 -0.091 -0.542 -0.03
O 2.954 -0.207 0.436 -0.60
C -1.191 -0.531 -0.253 -0.65
H -0.275 -0.637 -2.514 0.37
H -2.442 -0.698 1.498 0.42
H 3.370 0.340 1.123 0.30
H -0.729 3.090 -0.052 0.27
H -1.835 0.202 -0.716 0.41
C 0.572 -0.197 -1.994 -0.89
H -1.433 2.698 1.270 0.29
H 0.411 0.841 -0.162 0.32
H 0.667 0.797 -2.415 0.36
H -1.255 -1.514 -0.720 0.52
H -1.136 -2.417 2.050 0.34
O -0.929 2.338 0.533 -0.57
H 1.482 -0.759 -2.116 0.32
C -1.380 -0.616 1.238 -0.53
H -1.022 0.295 1.712 0.24
H 0.787 -0.806 -0.050 0.35
```

## Properties
Net charge ... +1
Relative energy (zero: lowest compared OMol25 entry of this formula, charge and spin) ... 11.81 kcal/mol
E_LUMO ... -2.82 eV
Electronic energy ... -402.93778 a.u.
Molecular weight ... 112.15 g mol⁻¹
F_max ... 1.802 eV/Å

---

Copy entry 7 word for word.
A 2-piece molecular cluster, C4H14N2O overall at a distorted geometry, computed with ωB97M-V/def2-TZVPD.

The geometry in XYZ format:
```
21
Properties=species:S:1:pos:R:3:mulliken_charge:R:1
H 2.087 3.574 -5.446 0.32
O 2.917 3.244 -5.100 -0.64
C 0.277 -0.348 3.311 -0.86
H -0.977 -2.037 0.160 0.22
H 0.454 -1.671 -1.773 0.32
H 0.734 0.601 3.602 0.26
H 0.920 -0.837 2.595 0.28
H 0.693 -0.514 0.675 0.25
H 3.145 2.409 -5.527 0.32
H -0.752 -0.512 -2.311 0.30
H -1.092 -2.307 -2.039 0.33
H -0.136 0.695 -0.411 0.44
H 0.359 -0.979 4.201 0.36
C -0.253 -0.102 0.323 -0.34
H -2.089 0.444 1.060 0.48
C -0.616 -1.399 -1.713 -0.93
N -1.057 -0.122 2.789 -0.32
C -1.082 0.464 1.464 -1.01
H -0.909 1.529 1.602 0.33
H -1.590 -0.972 2.867 0.29
N -1.035 -1.161 -0.329 -0.39
```

## Properties
Net charge ... 0
Relative energy (zero: lowest compared OMol25 entry of this formula, charge and spin) ... 45.65 kcal/mol
E_LUMO ... 0.86 eV
Electronic energy ... -345.50344 a.u.
Molecular weight ... 106.17 g mol⁻¹
F_max ... 1.845 eV/Å
Structure (SMILES) ... CNCCNC.O